<i>
The following is a DFT calculation (ωB97M-V/def2-TZVPD) of C3H8O in the gas phase.

Atoms and positions in Å:
1 C -0.12 -1.51 -0.45
2 C 0.24 -0.04 -0.57
3 C -0.14 0.79 0.65
4 O 0.57 2.01 0.53
5 H 0.17 -1.92 0.53
6 H 0.39 -2.10 -1.21
7 H -1.20 -1.67 -0.57
8 H 1.33 0.09 -0.70
9 H -0.23 0.41 -1.45
10 H 0.13 0.26 1.58
11 H -1.23 0.95 0.68
12 H 0.10 2.72 0.98

Output
SMILES string: CCCO
E_HOMO, eV: -10.3
Gap between HOMO and LUMO, eV: 11.4

Population analysis type natural (NBO), resulting atomic charges in e: atom 1 (C): -0.61, atom 2 (C): -0.42, atom 3 (C): -0.05, atom 4 (O): -0.73, atom 5 (H): 0.20, atom 6 (H): 0.21, atom 7 (H): 0.20, atom 8 (H): 0.21, atom 9 (H): 0.20, atom 10 (H): 0.15, atom 11 (H): 0.16, atom 12 (H): 0.47

<ii>
The following is a DFT calculation (ωB97M-V/def2-TZVPD) of C3H8O in the gas phase.

Atoms and positions in Å:
1 C 1.10 -0.34 0.71
2 C 0.24 -1.05 -0.34
3 O -0.99 -0.33 -0.74
4 C -1.19 1.02 -0.42
5 H 2.13 -0.17 0.40
6 H 0.67 0.66 0.83
7 H 1.07 -0.80 1.70
8 H -0.13 -2.01 0.03
9 H 0.81 -1.24 -1.25
10 H -0.41 1.42 0.25
11 H -1.18 1.67 -1.30
12 H -2.13 1.16 0.13

Output
SMILES string: CCOC
E_HOMO, eV: -9.5
Gap between HOMO and LUMO, eV: 10.7

Population analysis type natural (NBO), resulting atomic charges in e: atom 1 (C): -0.65, atom 2 (C): -0.06, atom 3 (O): -0.55, atom 4 (C): -0.24, atom 5 (H): 0.22, atom 6 (H): 0.21, atom 7 (H): 0.22, atom 8 (H): 0.18, atom 9 (H): 0.17, atom 10 (H): 0.16, atom 11 (H): 0.17, atom 12 (H): 0.18

<iii>
The following is a DFT calculation (ωB97M-V/def2-TZVPD) of a 2-piece molecular cluster, C3H8O overall.

Atoms and positions in Å:
1 C 2.54 -1.11 1.52
2 H 2.32 -0.10 1.88
3 H 2.52 -1.15 0.44
4 H 1.68 -1.71 1.83
5 H 3.42 -1.41 2.08
6 O -1.01 -0.46 -1.45
7 C -1.21 0.10 -0.41
8 C -0.96 1.56 -0.20
9 H -1.52 -0.51 0.46
10 H -0.83 2.06 -1.16
11 H -0.03 1.79 0.32
12 H -1.76 1.97 0.39

Output
SMILES string: CC=O.C
E_HOMO, eV: -10.0
Gap between HOMO and LUMO, eV: 10.9

Population analysis type natural (NBO), resulting atomic charges in e: atom 1 (C): -0.86, atom 2 (H): 0.21, atom 3 (H): 0.22, atom 4 (H): 0.21, atom 5 (H): 0.22, atom 6 (O): -0.52, atom 7 (C): 0.43, atom 8 (C): -0.73, atom 9 (H): 0.11, atom 10 (H): 0.24, atom 11 (H): 0.24, atom 12 (H): 0.23

<iv>
The following is a DFT calculation (ωB97M-V/def2-TZVPD) of a 2-piece molecular cluster, C3H8O overall.

Atoms and positions in Å:
1 C -1.81 0.05 -0.71
2 C 0.47 -1.23 0.85
3 O 0.87 -0.02 1.08
4 C 1.85 0.49 0.16
5 H -1.96 0.56 -1.67
6 H -2.74 -0.45 -0.41
7 H -1.54 0.78 0.06
8 H -1.01 -0.69 -0.81
9 H -0.33 -1.37 1.62
10 H 2.34 -0.34 -0.33
11 H 1.32 1.11 -0.57
12 H 2.55 1.10 0.74

Output
E_HOMO, eV: -8.7
Gap between HOMO and LUMO, eV: 9.6

Population analysis type natural (NBO), resulting atomic charges in e: atom 1 (C): -0.86, atom 2 (C): 0.07, atom 3 (O): -0.48, atom 4 (C): -0.26, atom 5 (H): 0.21, atom 6 (H): 0.22, atom 7 (H): 0.21, atom 8 (H): 0.22, atom 9 (H): 0.08, atom 10 (H): 0.21, atom 11 (H): 0.19, atom 12 (H): 0.19

Taking the most stable structure as the zero point, the relative energies in kJ/mol are <i> 0.0; <ii> 101.6; <iii> 37.6; <iv> 304.9.